[1]
Below is 3 unconnected molecules or ions with the total composition CH5OPS at a distorted geometry, with properties calculated with ωB97M-V/def2-TZVPD.

XYZ file:
```
9
Properties=species:S:1:pos:R:3:nbo_charge:R:1
C 0.791 0.460 -0.876 -0.026
O -0.192 1.248 -0.537 -0.819
P -1.623 1.177 0.185 0.737
S -2.312 -0.739 -0.276 -0.372
H 1.540 1.066 -1.348 0.168
H 0.431 -0.452 -1.172 0.145
H 1.009 -0.085 1.149 -0.007
H 1.045 0.634 1.628 -0.003
H -3.299 -0.856 0.700 0.177
```

The HOMO energy (spin up / spin down) is -6.66 / -10.12 eV. As for the spin multiplicity: 3. The value obtained for the HOMO-LUMO gap (spin up / spin down) is 0.27055 / 0.33683 Eh. As for the total charge: 0.

***

[2]
Below is a molecular structure, C30H78Li3N5O3 at a distorted geometry, with properties calculated with ωB97M-V/def2-TZVPD.

XYZ file:
```
119
Properties=species:S:1:pos:R:3:lowdin_charge:R:1
Li -2.657 3.458 2.725 0.793
Li -5.183 0.204 1.730 0.771
Li -4.188 2.978 -1.232 0.732
O -6.978 1.907 -0.367 -0.660
H -7.797 2.040 -0.883 -0.175
O -3.947 5.558 0.226 -0.643
H -3.958 5.983 -0.653 -0.193
O -2.126 1.164 0.509 -0.640
H -1.258 0.738 0.373 -0.160
C 6.796 -4.832 3.541 -0.082
C 7.414 -3.642 4.287 -0.292
N 7.283 -2.406 3.566 -0.204
C 5.959 -1.799 3.919 -0.217
C 4.789 -2.461 3.160 -0.099
C 8.396 -1.544 4.003 -0.246
C 9.379 -1.752 2.818 -0.085
H 5.719 -4.690 3.454 0.037
H 7.071 -5.753 4.055 0.071
H 7.119 -4.916 2.503 0.076
H 7.106 -3.672 5.332 0.118
H 8.485 -3.841 4.266 0.102
H 5.925 -1.712 5.005 0.113
H 5.964 -0.799 3.484 0.103
H 3.951 -1.793 2.962 0.065
H 5.048 -2.975 2.234 0.076
H 4.288 -3.275 3.685 0.054
H 8.850 -1.869 4.940 0.102
H 8.122 -0.512 4.223 0.109
H 9.605 -2.786 2.556 0.069
H 10.336 -1.301 3.078 0.060
H 9.006 -1.223 1.941 0.070
C -1.646 4.727 -4.567 -0.096
C -1.866 3.272 -4.917 -0.242
N -3.301 2.944 -4.760 -0.211
C -3.564 1.533 -4.981 -0.248
C -3.371 0.980 -6.424 -0.079
C -4.146 3.764 -5.596 -0.253
C -5.719 3.555 -5.664 -0.061
H -1.992 5.064 -3.591 0.081
H -2.036 5.498 -5.231 0.068
H -0.569 4.894 -4.555 0.071
H -1.590 2.982 -5.931 0.097
H -1.214 2.637 -4.316 0.119
H -2.865 0.999 -4.339 0.108
H -4.583 1.300 -4.671 0.105
H -3.079 -0.066 -6.516 0.063
H -4.223 0.959 -7.102 0.064
H -2.496 1.486 -6.833 0.055
H -3.658 3.987 -6.545 0.117
H -4.127 4.744 -5.120 0.093
H -5.925 2.765 -6.387 0.053
H -6.265 4.411 -6.061 0.065
H -6.274 3.403 -4.738 0.074
C 1.244 5.587 2.707 -0.073
C 1.108 5.279 4.224 -0.214
N -0.280 5.472 4.687 -0.211
C -0.606 4.855 5.992 -0.241
C -0.705 3.317 6.001 -0.079
C -0.714 6.806 4.680 -0.280
C 0.001 7.810 5.651 -0.070
H 0.498 6.311 2.378 0.059
H 1.130 4.823 1.938 0.068
H 2.237 5.992 2.513 0.070
H 1.605 4.341 4.472 0.112
H 1.762 6.014 4.692 0.096
H 0.086 5.187 6.765 0.114
H -1.549 5.336 6.251 0.110
H -1.193 3.009 6.926 0.068
H -1.395 2.835 5.309 0.048
H 0.277 2.845 5.978 0.070
H -1.795 6.917 4.775 0.116
H -0.616 7.172 3.658 0.101
H 1.002 8.078 5.313 0.065
H -0.133 7.773 6.732 0.067
H -0.518 8.763 5.553 0.065
C 4.396 -6.247 -6.596 -0.106
C 4.643 -4.802 -6.670 -0.316
N 3.528 -3.969 -6.204 -0.186
C 3.395 -2.755 -7.121 -0.221
C 4.551 -1.769 -7.138 -0.101
C 3.535 -3.750 -4.787 -0.251
C 2.157 -3.130 -4.305 -0.068
H 4.575 -6.516 -5.555 0.067
H 5.021 -6.899 -7.206 0.077
H 3.345 -6.389 -6.849 0.084
H 5.560 -4.542 -6.140 0.113
H 4.792 -4.620 -7.734 0.112
H 3.295 -3.187 -8.117 0.102
H 2.474 -2.192 -6.974 0.101
H 4.485 -1.031 -6.339 0.067
H 5.477 -2.343 -7.089 0.062
H 4.780 -1.131 -7.991 0.069
H 4.372 -3.098 -4.536 0.104
H 3.780 -4.678 -4.270 0.105
H 2.262 -2.052 -4.425 0.053
H 2.040 -3.146 -3.221 0.060
H 1.290 -3.472 -4.870 0.072
C -5.222 -4.094 4.875 -0.121
C -5.065 -2.899 4.079 -0.309
N -5.582 -3.032 2.714 -0.184
C -4.845 -4.061 1.908 -0.203
C -4.812 -3.480 0.464 -0.085
C -7.097 -3.019 2.606 -0.241
C -7.994 -2.276 3.570 -0.094
H -4.403 -4.813 4.874 0.081
H -6.176 -4.609 4.767 0.084
H -5.257 -3.812 5.928 0.078
H -5.455 -2.060 4.656 0.108
H -3.993 -2.733 3.971 0.114
H -3.844 -4.318 2.253 0.114
H -5.368 -5.017 1.932 0.108
H -5.713 -3.551 -0.146 0.068
H -4.636 -2.405 0.448 0.052
H -3.984 -3.805 -0.166 0.067
H -7.566 -4.000 2.693 0.101
H -7.308 -2.870 1.547 0.107
H -7.907 -2.644 4.592 0.075
H -9.050 -2.425 3.347 0.082
H -7.930 -1.196 3.439 0.069
```

The HOMO energy is -6.46 eV. The value obtained for the HOMO-LUMO gap is 0.18127 Eh. As for the total charge: 0.

***

[3]
Below is C3H2F4O3 in the gas phase at a distorted geometry, with properties calculated with ωB97M-V/def2-TZVPD.

XYZ file:
```
12
Properties=species:S:1:pos:R:3:nbo_charge:R:1
O -1.034 -1.335 -1.297 -0.681
C -0.068 -0.571 -0.819 0.725
O 0.306 0.405 -1.644 -0.683
O 0.879 -1.151 0.010 -0.444
C -0.006 -0.420 0.718 0.409
F -0.829 -1.128 1.521 -0.303
C 0.442 0.909 1.377 0.927
F 0.755 0.820 2.689 -0.318
F 1.517 1.474 0.822 -0.305
F -0.549 1.777 1.288 -0.309
H -1.054 -1.358 -2.321 0.488
H -0.359 0.578 -2.344 0.495
```

The HOMO energy is -10.37 eV. The value obtained for the HOMO-LUMO gap is 0.37758 Eh. As for the SMILES: OC1(O)O[C@@]1(F)C(F)(F)F. As for the total charge: 0.

***

[4]
Below is 2 unconnected molecules or ions with the total composition C4H8NO3 at a distorted geometry, with properties calculated with ωB97M-V/def2-TZVPD.

XYZ file:
```
16
Properties=species:S:1:pos:R:3:nbo_charge:R:1
C 1.278 -2.309 1.393 -0.702
C 0.399 -1.349 0.774 0.644
O -0.780 -1.508 0.652 -0.637
N 1.213 -0.484 0.126 -0.863
H 0.634 0.376 -0.354 0.453
H 2.078 -0.245 0.456 0.359
H 0.918 -3.126 1.955 0.202
H 2.020 -1.827 2.050 0.198
H 1.898 -2.838 0.641 0.219
C -1.935 1.803 -0.722 -0.750
C -0.683 1.969 -1.678 0.804
O 0.435 1.529 -1.190 -0.823
O -0.865 2.569 -2.697 -0.713
H -2.262 0.792 -0.502 0.220
H -2.750 2.400 -1.072 0.190
H -1.599 2.248 0.169 0.199
```

The HOMO energy is -4.62 eV. The value obtained for the HOMO-LUMO gap is 0.30371 Eh. As for the total charge: -1.

***

Q: What is the total charge in the third record?
A: 0